# 1
{"formula": "C17H24N2O3S", "method": "ωB97M-V/def2-TZVPD", "homo_lumo_gap_ev": 9.75, "fmax_ha_per_bohr": 0.0233, "e_above_lowest_ev": 1.1664, "spin_multiplicity": 1, "species": ["O", "C", "N", "C", "C", "C", "C", "C", "C", "C", "C", "C", "C", "S", "O", "O", "N", "C", "C", "C", "C", "C", "C", "H", "H", "H", "H", "H", "H", "H", "H", "H", "H", "H", "H", "H", "H", "H", "H", "H", "H", "H", "H", "H", "H", "H", "H"], "positions_angstrom": [[-2.263, -2.391, 0.600], [-1.836, -1.449, -0.038], [-2.542, -0.325, -0.279], [-3.891, -0.119, 0.197], [-4.002, 1.200, 0.983], [-4.565, 2.201, -0.022], [-5.584, 1.365, -0.791], [-4.887, 0.014, -0.977], [-0.460, -1.454, -0.634], [0.067, -2.665, -1.076], [1.327, -2.722, -1.645], [2.091, -1.569, -1.751], [1.581, -0.378, -1.271], [2.564, 1.128, -1.340], [1.645, 2.229, -1.287], [3.465, 1.016, -2.448], [3.483, 1.200, 0.031], [2.818, 1.450, 1.282], [2.398, 0.157, 2.006], [3.321, -1.007, 1.622], [4.727, -0.493, 1.329], [4.702, 0.423, 0.100], [0.316, -0.303, -0.725], [-2.148, 0.396, -0.863], [-4.112, -0.985, 0.826], [-3.040, 1.502, 1.393], [-4.702, 1.075, 1.809], [-5.013, 3.069, 0.459], [-3.779, 2.550, -0.695], [-6.484, 1.242, -0.188], [-5.868, 1.815, -1.741], [-4.334, -0.001, -1.917], [-5.596, -0.811, -0.996], [-0.537, -3.554, -0.973], [1.716, -3.662, -2.004], [3.069, -1.576, -2.206], [3.504, 2.027, 1.911], [1.958, 2.080, 1.054], [2.446, 0.331, 3.082], [1.368, -0.106, 1.760], [3.346, -1.740, 2.429], [2.935, -1.509, 0.732], [5.095, 0.056, 2.196], [5.408, -1.325, 1.145], [5.557, 1.111, 0.124], [4.767, -0.151, -0.824], [-0.029, 0.658, -0.376]]}

***

# 2
{"formula": "C17H24N2O5S", "method": "ωB97M-V/def2-TZVPD", "homo_lumo_gap_ev": 8.43, "fmax_ha_per_bohr": 0.0245, "e_above_lowest_ev": 1.2856, "spin_multiplicity": 1, "species": ["C", "C", "C", "S", "O", "O", "N", "C", "C", "C", "C", "C", "O", "N", "C", "C", "C", "C", "C", "C", "C", "O", "C", "O", "C", "H", "H", "H", "H", "H", "H", "H", "H", "H", "H", "H", "H", "H", "H", "H", "H", "H", "H", "H", "H", "H", "H", "H", "H"], "positions_angstrom": [[2.095, 4.491, 1.700], [0.718, 4.711, 1.084], [-0.204, 3.520, 1.269], [-0.188, 2.428, -0.192], [-0.360, 3.228, -1.366], [-1.156, 1.393, 0.080], [1.272, 1.690, -0.301], [2.304, 2.145, -1.198], [2.891, 0.953, -1.951], [3.412, -0.078, -0.953], [2.275, -0.539, -0.028], [1.338, -1.440, -0.847], [1.767, -2.481, -1.309], [0.084, -1.009, -1.042], [-0.894, -1.810, -1.752], [-1.909, -2.411, -0.811], [-2.674, -1.579, -0.005], [-3.615, -2.087, 0.887], [-3.762, -3.452, 0.934], [-2.994, -4.293, 0.129], [-2.059, -3.798, -0.747], [-3.338, -5.598, 0.376], [-4.348, -5.551, 1.359], [-4.606, -4.208, 1.707], [1.647, 0.680, 0.656], [2.738, 5.344, 1.499], [2.567, 3.602, 1.292], [2.013, 4.372, 2.778], [0.806, 4.900, 0.012], [0.268, 5.597, 1.538], [0.059, 2.901, 2.122], [-1.248, 3.809, 1.343], [3.104, 2.655, -0.642], [1.833, 2.853, -1.880], [3.698, 1.296, -2.600], [2.116, 0.501, -2.570], [4.215, 0.362, -0.356], [3.808, -0.947, -1.478], [2.698, -1.188, 0.746], [-0.270, -0.162, -0.618], [-1.399, -1.168, -2.482], [-0.347, -2.597, -2.275], [-2.532, -0.510, -0.061], [-4.208, -1.441, 1.512], [-1.464, -4.457, -1.357], [-4.019, -6.106, 2.253], [-5.268, -6.013, 0.966], [2.384, 1.091, 1.366], [0.751, 0.403, 1.214]]}

***

# 3
{"formula": "C17H24O10", "method": "ωB97M-V/def2-TZVPD", "homo_lumo_gap_ev": 9.60, "fmax_ha_per_bohr": 0.0180, "e_above_lowest_ev": 0.0000, "spin_multiplicity": 1, "species": ["C", "O", "C", "O", "C", "C", "O", "C", "O", "C", "O", "C", "C", "O", "C", "O", "C", "O", "C", "O", "C", "C", "C", "O", "C", "C", "C", "H", "H", "H", "H", "H", "H", "H", "H", "H", "H", "H", "H", "H", "H", "H", "H", "H", "H", "H", "H", "H", "H", "H", "H"], "positions_angstrom": [[5.855, 2.818, -1.382], [4.560, 2.240, -1.281], [4.515, 0.981, -0.825], [5.492, 0.338, -0.527], [3.138, 0.465, -0.737], [2.133, 0.953, -1.477], [0.867, 0.502, -1.456], [0.534, -0.357, -0.374], [-0.672, -0.995, -0.679], [-1.785, -0.152, -0.769], [-1.942, 0.552, 0.434], [-3.047, 1.434, 0.400], [-3.048, 2.248, 1.703], [-3.886, 3.362, 1.627], [-4.347, 0.633, 0.227], [-5.442, 1.512, 0.183], [-4.265, -0.198, -1.060], [-5.427, -0.984, -1.141], [-2.997, -1.055, -1.040], [-2.891, -1.713, -2.276], [1.599, -1.429, -0.123], [2.922, -0.721, 0.151], [2.860, -0.385, 1.642], [3.479, 0.476, 2.197], [1.859, -1.322, 2.285], [1.296, -2.210, 1.168], [1.961, -3.583, 1.151], [6.378, 2.422, -2.253], [6.438, 2.593, -0.486], [5.704, 3.890, -1.483], [2.264, 1.755, -2.187], [0.407, 0.271, 0.524], [-1.658, 0.561, -1.607], [-2.948, 2.132, -0.448], [-3.330, 1.587, 2.535], [-2.036, 2.622, 1.884], [-4.745, 3.064, 1.294], [-4.452, -0.062, 1.076], [-6.203, 1.001, -0.125], [-4.211, 0.480, -1.928], [-5.299, -1.620, -1.854], [-3.062, -1.784, -0.217], [-2.011, -2.107, -2.326], [1.636, -2.077, -0.999], [3.778, -1.396, 0.024], [1.086, -0.722, 2.767], [2.352, -1.898, 3.069], [0.217, -2.340, 1.271], [1.591, -4.177, 0.319], [1.743, -4.117, 2.074], [3.040, -3.490, 1.056]]}